No. 1
Formula: C23H65Cl6O28P7
Source: the Open Molecules 2025 dataset
Level of theory: the ωB97M-V functional and the def2-TZVPD basis

Geometry as XYZ:
```
129
C23H65Cl6O28P7, DFT the ωB97M-V functional and the def2-TZVPD basis
C 0.45 4.99 -1.85
O -0.72 5.49 -2.51
P -1.65 6.54 -1.80
O -2.62 7.16 -2.69
O -2.23 5.77 -0.55
C -3.07 4.63 -0.80
O -0.62 7.52 -1.13
C -1.09 8.79 -0.70
H 1.30 5.11 -2.53
H 0.34 3.92 -1.69
H 0.64 5.53 -0.93
H -2.52 3.73 -0.56
H -3.32 4.56 -1.86
H -3.99 4.72 -0.23
H -2.18 8.86 -0.74
H -0.66 9.59 -1.30
H -0.80 9.01 0.33
C 7.94 -0.74 2.65
O 7.14 -1.51 1.76
P 6.00 -2.44 2.36
O 6.39 -3.20 3.52
O 5.52 -3.23 1.10
C 6.12 -4.48 0.75
O 4.79 -1.47 2.62
C 4.26 -0.70 1.54
H 8.09 0.24 2.20
H 8.90 -1.21 2.81
H 7.45 -0.57 3.61
H 6.87 -4.81 1.47
H 6.64 -4.37 -0.21
H 5.33 -5.21 0.63
H 3.96 0.27 1.91
H 3.41 -1.24 1.12
H 4.94 -0.59 0.70
C 0.91 -4.34 -2.95
O 0.02 -3.34 -2.42
P -1.47 -3.29 -2.94
O -2.32 -4.39 -2.50
O -1.90 -1.87 -2.38
C -3.28 -1.49 -2.55
O -1.41 -3.09 -4.49
C -0.43 -2.26 -5.11
H 1.82 -3.83 -3.25
H 0.45 -4.89 -3.77
H 1.09 -5.08 -2.17
H -3.39 -0.47 -2.20
H -3.93 -2.16 -1.97
H -3.56 -1.55 -3.60
H -0.01 -2.83 -5.94
H 0.36 -1.98 -4.41
H -0.90 -1.37 -5.49
C -7.07 0.35 -1.56
O -7.11 1.39 -0.57
P -5.97 2.47 -0.55
O -6.13 3.46 0.49
O -4.64 1.64 -0.57
C -4.30 0.80 0.54
O -5.91 3.05 -2.02
C -6.34 4.39 -2.25
H -7.19 -0.61 -1.06
H -6.12 0.32 -2.10
H -7.89 0.51 -2.25
H -5.15 0.64 1.20
H -3.48 1.22 1.11
H -3.97 -0.17 0.18
H -5.63 5.10 -1.84
H -7.32 4.58 -1.81
H -6.40 4.52 -3.33
C -1.57 0.39 3.40
O -1.08 -0.93 3.53
P -1.94 -2.18 3.15
O -1.19 -3.43 3.19
O -3.19 -2.09 4.07
C -3.08 -2.31 5.49
O -2.55 -1.80 1.74
C -2.75 -2.78 0.71
H -1.17 0.82 2.48
H -1.25 0.99 4.25
H -2.66 0.48 3.31
H -3.74 -3.13 5.75
H -3.25 -1.38 6.02
H -2.07 -2.64 5.75
H -3.81 -2.85 0.46
H -2.42 -3.77 1.02
H -2.19 -2.48 -0.17
C 2.33 2.17 -4.45
O 2.22 1.00 -5.26
P 2.69 1.05 -6.77
O 3.83 1.92 -7.02
O 2.89 -0.47 -7.10
C 3.94 -1.16 -6.41
O 1.37 1.38 -7.54
C 1.20 0.98 -8.90
H 1.35 2.46 -4.05
H 2.63 3.04 -5.03
H 2.99 1.96 -3.62
H 4.52 -1.72 -7.14
H 3.51 -1.85 -5.68
H 4.58 -0.48 -5.85
H 2.12 1.12 -9.46
H 0.40 1.57 -9.34
H 0.89 -0.07 -8.96
C 1.93 -1.42 4.51
O 2.09 -0.57 5.65
P 1.03 -0.55 6.80
O -0.30 -0.06 6.43
O 1.10 -2.05 7.33
C 0.34 -2.41 8.48
O 1.72 0.30 7.92
C 3.10 0.06 8.24
H 2.67 -2.21 4.47
H 2.06 -0.81 3.62
H 0.92 -1.83 4.49
H -0.64 -2.76 8.18
H 0.23 -1.58 9.18
H 0.88 -3.20 9.01
H 3.63 -0.51 7.49
H 3.14 -0.45 9.21
H 3.57 1.02 8.40
Cl -0.29 -5.49 0.25
C 0.91 -4.62 1.18
Cl 1.30 -3.05 0.44
Cl 2.37 -5.60 1.35
H 0.52 -4.40 2.17
Cl 1.13 0.65 1.33
C 0.31 0.31 -0.18
Cl 1.47 0.54 -1.48
Cl -1.04 1.45 -0.39
H -0.14 -0.68 -0.15
```

HOMO level	-10.469	eV
LUMO	0.2	eV
largest force on an atom	1.1	eV/A
energy above the lowest of the compared OMol25 structures with the same formula, charge and spin	0.000	eV
SMILES string	COP(=O)(OC)OC.COP(=O)(OC)OC.COP(=O)(OC)OC.COP(=O)(OC)OC.COP(=O)(OC)OC.COP(=O)(OC)OC.COP(=O)(OC)OC.ClC(Cl)Cl.ClC(Cl)Cl
Kohn-Sham gap	10.67	eV

No. 2
Formula: C35H25BrF16N6O6S2Ti
Source: the Open Molecules 2025 dataset
Level of theory: the ωB97M-V functional and the def2-TZVPD basis

Geometry as XYZ:
```
92
C35H25BrF16N6O6S2Ti, DFT the ωB97M-V functional and the def2-TZVPD basis
Ti 0.16 -0.56 0.18
C 0.08 -1.48 -3.00
N -0.14 -0.36 -2.08
C -1.52 0.13 -2.20
C -2.49 -0.87 -1.62
N -1.98 -1.49 -0.38
C -2.79 -2.45 0.14
C -4.10 -2.84 -0.29
F -4.76 -2.22 -1.31
C -4.84 -3.85 0.30
F -6.06 -4.14 -0.21
C -4.39 -4.56 1.38
F -5.12 -5.54 1.95
C -3.14 -4.21 1.86
F -2.65 -4.86 2.93
C -2.39 -3.22 1.26
F -1.20 -3.00 1.84
C 0.83 0.73 -2.31
C 2.18 0.32 -1.75
N 2.01 0.03 -0.32
C 3.18 -0.22 0.42
C 4.36 -0.77 -0.07
F 4.53 -1.08 -1.37
C 5.45 -1.07 0.74
F 6.54 -1.64 0.20
C 5.41 -0.82 2.09
F 6.45 -1.14 2.88
C 4.29 -0.21 2.60
F 4.24 0.11 3.90
C 3.23 0.09 1.78
F 2.25 0.82 2.35
H -0.13 -1.13 -4.02
H -0.57 -2.30 -2.74
H 1.10 -1.83 -2.93
H -1.77 0.31 -3.26
H -1.58 1.07 -1.68
H -2.70 -1.64 -2.36
H -3.43 -0.33 -1.46
H 0.50 1.61 -1.76
H 0.91 0.99 -3.37
H 2.86 1.16 -1.90
H 2.57 -0.53 -2.30
O -1.83 2.34 4.31
C -2.37 2.89 3.19
C -3.26 3.94 3.36
C -3.85 4.53 2.26
C -3.56 4.08 0.98
C -2.66 3.04 0.81
C -2.05 2.44 1.91
C -0.95 1.43 1.71
O -0.84 0.96 0.38
N -1.08 0.29 2.61
N -0.07 -0.64 2.16
C 0.48 -1.29 3.19
C 1.54 -2.18 3.08
Br 1.07 -2.91 -0.25
C 1.90 -3.12 3.96
C 1.18 -3.45 5.24
C 0.86 -2.45 6.15
C 0.13 -2.73 7.30
C -0.30 -4.02 7.56
C 0.02 -5.04 6.66
C 0.76 -4.75 5.52
H -1.31 1.55 4.04
H -3.48 4.27 4.37
H -4.54 5.36 2.40
H -4.02 4.55 0.11
H -2.38 2.70 -0.18
H -0.01 1.91 1.99
H -1.99 -0.13 2.44
H 0.01 -1.02 4.15
H 2.72 -3.80 3.71
H 1.21 -1.44 5.96
H -0.11 -1.93 8.00
H -0.89 -4.24 8.44
H -0.33 -6.05 6.84
H 1.00 -5.54 4.82
F 2.52 5.66 2.63
C 1.77 4.64 2.19
F 1.78 3.67 3.10
F 0.52 5.07 2.04
S 2.43 3.97 0.64
O 1.49 2.95 0.25
O 3.79 3.59 0.92
N 2.30 5.34 -0.22
S 2.36 5.23 -1.79
O 3.00 4.02 -2.26
O 2.75 6.48 -2.38
C 0.61 5.05 -2.36
F -0.16 4.39 -1.50
F 0.60 4.41 -3.54
F 0.07 6.26 -2.56
```

HOMO level (spin up / spin down)	-2.454 / -2.428	eV
LUMO (spin up / spin down)	3.7 / 3.7	eV
largest force on an atom	2.4	eV/A
charge	-2
energy above the lowest of the compared OMol25 structures with the same formula, charge and spin	2.257	eV
Kohn-Sham gap (spin up / spin down)	6.11 / 6.08	eV

No. 3
Formula: C4H10N2O2
Source: the Open Molecules 2025 dataset
Level of theory: the ωB97M-V functional and the def2-TZVPD basis

Geometry as XYZ:
```
18
C4H10N2O2, DFT the ωB97M-V functional and the def2-TZVPD basis
C -1.54 1.69 -1.38
C -0.18 1.30 -1.90
O 0.86 1.79 -1.56
O -0.24 0.29 -2.79
H -2.28 1.58 -2.16
H -1.50 2.70 -1.00
H -1.80 1.00 -0.58
H 0.67 0.11 -3.07
N 1.82 -0.33 2.64
C 0.64 -0.58 1.85
C 0.54 -1.68 1.11
N -0.57 -2.03 0.34
H 1.57 -0.22 3.61
H 2.24 0.54 2.34
H -0.17 0.14 1.86
H 1.36 -2.39 1.13
H -0.36 -2.69 -0.39
H -1.05 -1.23 -0.05
```

HOMO level	-8.172	eV
LUMO	0.6	eV
largest force on an atom	0.3	eV/A
energy above the lowest of the compared OMol25 structures with the same formula, charge and spin	1.795	eV
SMILES string	CC(=O)O.N/C=C/N
Kohn-Sham gap	8.82	eV

- Among the records above, which one has the lowest largest force on an atom?
  C4H10N2O2